# 1
Here is a structure of composition C86H72N6OP5S4Se2Tl in a non-equilibrium geometry from the Open Molecules 2025 dataset. Energies are from ωB97M-V/def2-TZVPD.

Last column: Mulliken charge in e.
Positions of all 177 atoms, in Å:
Tl 0.354 0.470 0.263  3.2242
Se -6.025 -2.782 2.354  -0.4280
Se 0.282 -2.377 0.608  0.4070
S -1.057 2.640 -0.839  -0.9769
S -0.929 -0.393 -2.328  1.1355
S 0.016 5.174 -2.938  -0.5695
S 1.236 2.479 1.932  -0.5291
P -5.686 -1.488 0.736  0.5599
P 3.152 0.740 -1.063  0.7908
P 3.090 -1.498 2.344  1.7876
P -1.185 4.551 -1.509  1.1724
P -1.834 -2.643 0.241  -0.6344
O 5.043 -0.624 0.517  -0.1444
N -0.350 1.840 -3.748  1.4714
N 0.154 0.275 2.756  1.4350
N -4.049 0.537 1.080  -0.3491
N -1.999 0.007 0.775  1.6541
N -2.825 0.957 1.107  -1.1664
N -2.378 1.136 -4.025  0.4154
C -2.667 -3.369 2.774  -0.4842
C -0.949 2.698 -4.626  -0.7011
C -8.546 1.203 1.789  -0.6951
C -5.542 -4.439 -2.035  -0.3343
C -1.105 5.765 -0.140  0.4468
C -5.367 -3.652 -0.913  -0.0932
C 9.048 -0.094 0.837  -1.7621
C -6.767 -0.027 0.744  0.5401
C -3.374 -5.558 3.440  -0.8021
C 1.834 -1.425 -4.178  -0.3225
C -2.000 -3.425 -1.393  1.7776
C -3.192 5.507 -3.170  -0.9018
C 2.642 1.217 -3.876  -1.1147
C 3.209 2.525 -0.690  1.0088
C -0.624 5.405 1.110  0.4818
C 5.734 -0.122 -0.533  -0.7455
C -3.562 0.339 -3.901  -0.8446
C 2.723 4.862 -0.937  -0.9931
C 2.168 -0.277 6.237  -0.7104
C -3.100 -4.240 3.758  -1.2298
C -2.710 -1.115 0.500  -1.4546
C -4.388 5.459 -3.859  -0.7855
C 7.105 -0.278 -0.705  0.6985
C 7.638 -2.221 2.518  -0.5001
C -3.806 3.539 -1.946  -0.2795
C 5.559 1.170 -2.543  -0.2711
C 2.298 0.727 -5.128  -0.7662
C 2.079 -5.974 1.832  -0.7187
C 2.882 -0.675 3.974  0.3647
C 4.087 4.125 0.887  -0.5352
C -0.783 7.691 1.825  -0.6373
C 4.955 0.587 -1.444  0.5382
C 0.334 1.563 3.062  0.5345
C -0.462 6.370 2.089  -0.5829
C 3.181 -3.938 1.221  -0.3011
C -6.290 -3.960 -3.098  -0.8484
C 3.291 1.462 5.037  -0.5772
C -1.175 -5.189 -2.799  -0.7514
C -6.853 -2.696 -3.034  -0.7865
C 6.857 -2.684 3.561  -1.5983
C -0.858 1.278 5.110  -0.9332
C -4.051 -0.752 0.700  0.7000
C 6.920 1.014 -2.738  -1.8579
C -5.928 -2.382 -0.845  0.4743
C 3.387 0.627 3.943  -0.7056
C 7.676 0.291 -1.835  -0.2316
C 3.959 2.824 0.450  -0.7519
C 5.489 -2.472 3.563  -0.3090
C -0.465 -0.517 3.612  -0.5019
C -1.223 0.893 -3.372  -1.8229
C 2.261 -1.112 5.134  -0.0523
C -2.781 -5.143 1.154  -0.8558
C 5.715 -1.301 1.484  -0.5759
C -7.733 0.085 1.734  -1.0659
C -6.678 -1.904 -1.911  -0.2423
C 7.088 -1.516 1.457  0.9467
C -8.389 2.216 0.861  -0.7517
C 1.909 -0.592 -5.281  -1.0158
C 2.886 -5.260 0.958  -0.7276
C -2.793 -3.620 -3.638  -1.1588
C -6.607 0.995 -0.186  0.4359
C 3.484 5.153 0.179  -0.9193
C -5.283 4.428 -3.623  -1.3116
C 2.687 -3.295 2.361  0.0325
C -2.217 2.260 -4.801  -0.9799
C 4.908 -1.779 2.515  0.0975
C 2.682 1.005 6.196  -0.6836
C -0.159 2.102 4.257  -0.9044
C -1.410 7.092 -0.415  -0.6902
C -2.893 4.553 -2.207  0.2924
C 8.591 -2.247 -0.387  -1.7142
C 1.855 -4.013 3.210  -0.0341
C -1.255 8.049 0.570  -0.6919
C 1.570 -5.346 2.953  -0.8188
C 2.155 -0.937 -2.926  -1.3036
C -4.983 3.469 -2.671  -0.5107
C -7.419 2.111 -0.125  -0.7750
C 7.949 -1.031 0.305  1.5009
C 2.563 3.553 -1.358  0.0343
C -2.814 -2.968 -2.416  0.0895
C -2.491 -3.821 1.469  1.9458
C -1.001 -0.072 4.801  -1.2183
C -1.171 -4.527 -1.589  -0.8080
C 2.575 0.384 -2.763  2.7723
C -3.227 -6.005 2.139  -0.9160
C -1.982 -4.725 -3.827  -1.2090
H -4.388 0.839 -4.401  0.4392
H -4.807 -4.021 -0.063  0.1111
H 3.854 0.984 3.033  -0.0119
H -7.289 2.914 -0.836  0.4974
H 7.819 -2.894 -0.799  0.3792
H -2.466 6.271 -3.406  0.3254
H 0.007 3.146 4.471  0.6087
H -6.200 4.354 -4.192  0.4210
H -7.140 -0.928 -1.861  0.5133
H 9.179 -2.821 0.324  0.3953
H -3.466 -7.028 1.890  0.4841
H -1.767 7.370 -1.396  0.3577
H 1.681 -0.638 7.135  0.4293
H 1.509 -2.449 -4.293  0.5063
H 0.587 1.914 -3.372  -0.8294
H -5.102 -5.424 -2.076  0.4873
H -0.514 -4.837 -0.785  0.6368
H 2.959 2.247 -3.778  0.1184
H -0.661 8.443 2.594  0.3775
H -1.967 -5.220 -4.786  0.4591
H -3.448 -2.110 -2.263  0.2096
H -0.435 3.548 -5.020  0.6866
H -4.608 6.216 -4.596  0.3868
H -3.717 -6.236 4.205  0.4649
H 7.320 -3.226 4.370  0.3997
H 3.677 2.471 4.986  0.4516
H -7.830 -0.699 2.472  0.3216
H -1.285 1.674 6.019  0.4618
H 1.404 -3.549 4.072  0.0631
H 9.675 -0.611 1.559  0.4158
H 8.602 0.771 1.323  0.3644
H 2.339 1.386 -5.983  0.4989
H -5.666 2.650 -2.495  0.8013
H 0.925 -5.891 3.630  0.4277
H 4.979 1.746 -3.244  0.4619
H 3.269 -5.733 0.063  0.4646
H 1.919 3.353 -2.199  0.1482
H 2.610 1.647 7.062  0.3881
H -6.449 -4.579 -3.968  0.4167
H 9.241 -1.928 -1.198  0.4096
H -7.445 -2.329 -3.861  0.4510
H -3.249 -3.887 4.767  0.5244
H -1.498 9.080 0.352  0.4100
H 8.731 0.163 -2.019  0.4518
H -3.586 2.809 -1.180  0.8890
H -0.385 4.372 1.310  -0.1561
H -3.420 -3.270 -4.445  0.5500
H 4.427 2.017 0.999  -0.2142
H 4.651 4.339 1.784  0.4599
H -2.496 -2.330 3.013  0.5659
H -9.011 3.098 0.910  0.4074
H -3.790 0.206 -2.842  -0.0450
H -9.293 1.283 2.565  0.3970
H -3.399 -0.646 -4.347  0.3381
H 1.672 -0.970 -6.266  0.3856
H -3.015 2.668 -5.388  0.5175
H -0.549 -6.057 -2.945  0.4408
H 1.848 -2.104 5.205  0.3067
H -1.518 -0.751 5.461  0.5846
H 7.391 1.462 -3.599  0.4240
H 2.240 5.651 -1.493  0.5068
H 8.699 -2.416 2.526  0.4294
H 3.590 6.176 0.512  0.4091
H 2.081 -1.580 -2.057  0.1563
H -0.516 -1.554 3.307  0.5099
H 4.873 -2.843 4.369  0.4789
H -2.675 -5.494 0.139  0.5049
H -5.826 0.925 -0.928  0.0911
H 9.677 0.257 0.023  0.4039
H 1.853 -7.015 1.638  0.4038
H -0.081 6.084 3.059  0.4572
H 3.792 -3.373 0.526  0.2206

Forces on the atoms, in the same order (eV/Å):
-0.27 0.24 0.55
-0.04 -0.10 0.10
0.08 0.51 -0.24
-0.01 0.43 0.09
0.28 -0.32 0.61
0.26 0.40 -0.18
0.09 -0.55 -0.95
-0.33 -0.26 -0.03
-0.07 0.42 -0.62
0.16 -0.21 0.53
-0.06 -0.38 0.19
-0.33 -0.20 -0.08
0.08 -0.02 -0.01
-0.41 -0.32 -0.16
-0.02 0.18 0.06
-0.43 0.06 0.02
0.27 -0.43 -0.33
0.67 0.87 0.39
0.65 0.22 0.24
0.10 0.04 -0.03
-0.32 0.06 -0.41
-0.06 0.14 -0.03
-0.14 -0.02 0.01
0.00 -0.35 -0.30
-0.05 -0.07 0.09
-0.15 -0.09 -0.02
0.02 -0.24 -0.06
0.02 -0.01 0.02
0.07 -0.05 -0.10
-0.04 0.18 0.39
-0.01 0.12 0.05
0.07 -0.05 -0.09
-0.01 -0.05 -0.04
-0.18 -0.13 -0.13
0.26 0.36 -0.69
-0.26 -0.36 0.12
0.03 0.31 -0.02
0.00 0.00 0.16
0.10 0.01 0.01
-0.30 -0.08 -0.05
-0.14 0.05 -0.09
-0.16 -0.09 0.24
-0.16 0.05 0.01
0.03 0.12 0.19
0.03 -0.09 0.14
0.11 0.17 -0.04
-0.02 -0.11 0.00
-0.11 -0.09 -0.08
0.14 0.02 0.05
0.07 0.00 0.04
-0.05 -0.42 0.53
0.01 -0.08 0.30
0.00 0.11 0.11
0.03 0.02 0.14
-0.02 -0.06 0.02
0.08 0.02 0.05
0.03 -0.11 -0.02
-0.04 0.03 -0.17
0.08 -0.13 0.17
0.04 -0.07 -0.06
0.19 -0.16 -0.09
0.06 0.06 -0.13
0.05 0.13 0.34
0.08 -0.07 -0.06
-0.16 -0.01 0.00
0.09 -0.10 -0.12
0.09 0.15 -0.19
-0.35 -0.28 0.20
0.19 -0.07 0.01
0.12 -0.10 -0.04
0.05 0.06 -0.09
0.16 -0.41 0.68
0.05 -0.19 -0.01
0.09 0.15 0.09
-0.11 0.13 -0.22
-0.06 0.00 0.07
0.02 -0.05 -0.07
0.04 -0.01 -0.11
0.01 0.02 -0.08
-0.11 -0.02 0.03
-0.02 0.02 0.07
0.00 -0.09 -0.11
-0.10 0.10 0.05
0.28 0.41 -0.33
-0.04 0.26 -0.41
0.02 0.00 0.11
-0.06 -0.09 0.01
-0.07 -0.01 0.04
0.28 0.09 0.04
-0.10 0.11 0.07
0.10 0.07 0.08
-0.08 0.16 -0.02
-0.17 -0.10 0.06
0.15 0.10 -0.01
-0.14 -0.06 0.03
0.03 0.07 -0.17
0.19 -0.04 -0.06
-0.01 -0.27 -0.01
0.06 -0.03 0.09
0.15 0.21 -0.17
-0.03 0.05 -0.05
0.06 0.03 0.07
0.01 0.16 0.19
-0.03 -0.09 -0.01
-0.02 0.06 -0.09
0.04 0.03 0.03
-0.06 -0.08 0.02
0.02 0.10 -0.04
0.04 0.05 -0.04
-0.03 -0.07 -0.03
0.07 0.03 -0.03
-0.06 0.07 0.06
-0.09 0.06 -0.03
-0.04 0.04 0.00
0.10 -0.07 0.04
-0.01 -0.09 -0.04
0.02 0.07 -0.06
-0.01 0.00 0.02
-0.03 -0.08 0.02
-0.32 -0.01 -0.04
0.05 -0.08 -0.01
0.06 -0.11 -0.07
0.00 0.05 0.02
0.00 0.03 0.00
-0.02 -0.08 -0.10
-0.05 0.09 0.02
-0.06 0.10 -0.05
-0.05 0.07 -0.10
-0.07 -0.09 0.11
0.05 -0.07 0.12
0.04 0.04 -0.03
0.01 -0.07 -0.01
-0.02 0.06 0.11
-0.04 0.03 0.03
0.10 -0.03 0.06
-0.01 0.07 0.05
0.01 0.02 -0.08
-0.11 -0.04 0.03
-0.02 -0.01 0.02
-0.04 0.05 -0.07
0.05 -0.01 -0.01
-0.05 0.07 -0.08
-0.04 0.06 0.04
0.00 -0.04 -0.11
0.08 0.01 -0.07
-0.05 0.03 -0.04
-0.01 0.08 0.05
-0.02 0.05 0.03
0.17 0.02 0.02
0.01 -0.13 0.02
0.00 -0.06 -0.01
-0.05 0.04 -0.04
0.08 -0.03 0.07
0.06 0.00 0.05
-0.02 0.09 0.02
-0.05 0.06 -0.01
-0.08 0.00 0.01
-0.05 0.02 0.06
-0.07 0.06 0.03
-0.08 -0.02 -0.05
-0.12 0.04 -0.07
0.08 -0.03 -0.02
-0.03 -0.08 0.01
-0.03 -0.05 0.03
0.06 0.03 -0.09
-0.11 0.02 0.02
0.16 -0.02 0.03
0.00 0.06 0.00
-0.06 -0.06 0.04
-0.09 -0.11 0.01
-0.06 -0.04 0.08
-0.01 -0.08 -0.06
0.08 0.06 -0.09
0.09 0.02 -0.04
-0.03 -0.01 -0.01
0.02 -0.01 0.08
0.07 -0.02 -0.08

## Properties
- E_LUMO (hartree) = -0.0704
- E_HOMO (eV) = -7.34
- net charge = 0
- max |F| (eV/A) = 1.2

***

# 2
Here is a structure of composition C5H6O2 in a non-equilibrium geometry from the Open Molecules 2025 dataset. Energies are from ωB97M-V/def2-TZVPD.

Last column: Mulliken charge in e.
Positions of all 13 atoms, in Å:
O 2.047 -0.075 -1.888  -0.3770
O -0.770 0.074 -1.650  -0.5156
C -0.046 -1.053 1.341  -0.8476
C 0.888 0.822 0.018  -0.5098
C 1.069 0.153 -1.277  0.5180
C -0.263 0.002 0.560  0.4579
C -1.418 0.113 -0.372  -0.3804
H 1.810 0.766 0.586  0.3420
H 0.782 1.838 -0.385  0.2510
H -0.644 -1.949 1.215  0.2346
H -1.968 1.057 -0.112  0.2332
H 0.695 -1.074 2.131  0.3020
H -2.184 -0.674 -0.167  0.2918

Forces on the atoms, in the same order (eV/Å):
-2.55 -0.32 -0.24
1.94 -0.12 -0.08
-0.28 0.13 0.42
0.01 0.15 0.38
-0.50 0.21 -0.54
0.11 -0.18 0.41
0.59 -0.06 0.04
0.04 -0.12 0.13
-0.69 0.27 0.85
-0.51 0.32 0.53
0.56 -0.21 -0.78
0.53 -0.14 -0.48
0.77 0.06 -0.64

## Properties
- E_LUMO (hartree) = 0.0205
- relative energy (zero: lowest compared OMol25 entry of this formula, charge and spin) (eV) = 3.176
- E_HOMO (eV) = -9.82
- net charge = 0
- max |F| (eV/A) = 2.6